The following is a quantum chemistry calculation of an isolated molecule of C21H27N3O2, from the Open Molecules 2025 dataset.

The energy above the lowest of the compared OMol25 structures with the same formula, charge and spin comes out at 133.2 kJ/mol. The HOMO-LUMO gap is 8.70 eV. The strongest force on any atom is 0.63 eV/A. Its SMILES is CC(C)CC(=O)c1c[nH]c(C(=O)N2CCN(Cc3ccccc3)CC2)c1. The highest occupied orbital energy is -8.16 eV.

Geometry as XYZ:
```
53
Properties=species:S:1:pos:R:3:forces:R:3:mulliken_charge:R:1
C 4.8359 1.9716 -1.4588 -0.24 -0.17 0.05 -1.55
C 3.6779 1.8801 -0.4694 0.07 0.20 0.04 1.21
C 3.0283 3.2484 -0.2757 -0.01 -0.30 -0.07 -1.62
C 4.1726 1.3333 0.8807 0.08 -0.07 -0.18 -0.89
C 4.5939 -0.1168 0.7619 0.04 0.33 0.19 0.34
O 5.7613 -0.4508 0.7517 0.07 -0.03 -0.05 -0.65
C 3.5109 -1.0911 0.6336 -0.08 -0.62 -0.05 0.39
C 3.6989 -2.4485 0.4118 0.31 0.41 0.03 -1.30
N 2.4984 -3.0364 0.3491 -0.18 -0.19 -0.06 0.06
C 1.5051 -2.1074 0.5110 0.04 0.25 0.08 -0.36
C 0.1252 -2.6213 0.5907 -0.14 -0.06 0.12 0.48
O -0.0526 -3.7815 0.9484 0.13 -0.18 -0.05 -0.72
N -0.9017 -1.7872 0.3109 -0.04 -0.06 0.03 -0.03
C -0.8302 -0.5739 -0.4674 0.01 0.33 -0.40 0.02
C -1.5849 -0.7730 -1.8002 0.20 0.07 0.17 -1.34
N -2.9373 -1.2528 -1.6610 -0.11 0.00 -0.13 0.30
C -3.9896 -0.2641 -1.5113 0.06 -0.07 -0.08 -1.72
C -3.9964 0.5519 -0.2381 -0.12 0.08 -0.04 1.07
C -3.2896 1.7463 -0.1583 -0.14 -0.03 -0.01 -0.35
C -3.2641 2.4764 1.0172 0.08 0.08 0.00 -0.55
C -3.9523 2.0240 2.1302 0.02 0.04 0.08 -0.53
C -4.6748 0.8453 2.0571 -0.04 -0.05 0.09 -0.51
C -4.6982 0.1171 0.8803 -0.02 0.11 -0.09 -0.38
C -2.9865 -2.4228 -0.8125 0.13 -0.04 0.21 -0.91
C -2.2616 -2.2409 0.5286 -0.29 -0.34 0.09 -0.81
C 2.1107 -0.8866 0.7063 -0.04 -0.26 -0.06 0.14
H 5.3235 1.0061 -1.5678 0.13 -0.06 -0.08 0.37
H 5.5758 2.6884 -1.1096 0.12 0.08 0.04 0.34
H 4.4800 2.2924 -2.4356 0.00 0.04 -0.11 0.43
H 2.9286 1.1901 -0.8737 0.03 0.04 0.02 -0.05
H 2.1730 3.1815 0.3939 -0.10 0.05 0.09 0.37
H 2.6865 3.6439 -1.2297 -0.04 0.10 -0.08 0.41
H 3.7425 3.9500 0.1495 0.08 0.12 0.06 0.35
H 3.3807 1.4173 1.6260 -0.04 0.03 0.07 0.42
H 5.0328 1.9179 1.2111 0.00 -0.03 0.05 0.47
H 4.6200 -2.9835 0.2955 0.14 -0.13 -0.02 0.49
H 2.2974 -4.0209 0.2539 0.02 0.08 0.05 0.23
H 0.2065 -0.3326 -0.6911 -0.09 0.02 0.02 0.34
H -1.2810 0.2430 0.1066 0.15 -0.06 -0.06 0.02
H -1.5897 0.1637 -2.3593 0.03 0.02 -0.06 0.33
H -1.0357 -1.5210 -2.3863 0.10 0.09 0.01 0.43
H -4.9380 -0.8028 -1.5988 0.00 0.10 -0.03 0.48
H -3.9065 0.4113 -2.3691 -0.09 -0.01 0.05 0.46
H -2.7590 2.1115 -1.0270 0.05 0.03 -0.11 0.36
H -2.7093 3.4022 1.0631 0.04 0.08 0.01 0.42
H -3.9332 2.5927 3.0479 0.00 0.05 0.07 0.39
H -5.2245 0.4934 2.9177 -0.05 -0.02 0.07 0.40
H -5.2726 -0.7974 0.8275 -0.06 -0.11 -0.02 0.39
H -4.0268 -2.6994 -0.6383 -0.03 -0.05 -0.01 0.40
H -2.4990 -3.2402 -1.3575 -0.04 -0.06 0.10 0.37
H -2.2144 -3.1903 1.0637 -0.05 0.14 -0.03 0.52
H -2.7750 -1.4951 1.1440 0.07 -0.11 -0.04 0.30
H 1.6179 0.0386 0.9270 -0.16 0.18 -0.01 0.78
```
Positions in Å, forces in eV/Å.


The following is a quantum chemistry calculation of an isolated molecule of C21H27N3O4S, from the Open Molecules 2025 dataset.

The energy above the lowest of the compared OMol25 structures with the same formula, charge and spin comes out at 202.6 kJ/mol. The HOMO-LUMO gap is 8.64 eV. The strongest force on any atom is 0.69 eV/A. Its SMILES is COc1ccc(CN2CCNC(=O)[C@H]2CC(=O)NCc2ccc(C)s2)c(OC)c1. The highest occupied orbital energy is -7.98 eV.

Geometry as XYZ:
```
56
Properties=species:S:1:pos:R:3:forces:R:3:mulliken_charge:R:1
C -4.7811 -3.9075 0.9414 -0.21 -0.03 0.08 -0.90
O -3.5181 -3.6605 0.3757 0.29 0.13 -0.10 -0.45
C -3.2124 -2.3859 0.0062 0.16 0.16 -0.16 0.52
C -4.0812 -1.3058 0.0729 -0.25 -0.25 0.18 -0.74
C -3.6454 -0.0660 -0.3623 0.29 -0.07 -0.09 -0.90
C -2.3702 0.1350 -0.8563 0.14 0.01 -0.23 -0.06
C -1.9466 1.5133 -1.2961 0.03 -0.16 0.00 -1.27
N -1.5747 2.3148 -0.1366 -0.09 0.26 -0.13 0.25
C -1.7079 3.7376 -0.2933 0.22 0.32 -0.21 -0.99
C -0.4951 4.3394 -1.0140 -0.54 -0.15 -0.08 -0.60
N 0.6558 4.0393 -0.1982 0.20 0.31 -0.09 -0.07
C 0.7351 2.9800 0.6248 0.07 0.11 -0.20 -0.06
O 1.6713 2.8804 1.4082 0.17 -0.06 0.27 -0.80
C -0.3224 1.8949 0.4800 -0.19 -0.33 0.40 0.79
C -0.6106 1.2025 1.8364 0.10 -0.22 -0.08 -1.39
C 0.2518 -0.0393 2.0205 -0.08 0.52 0.30 0.43
O -0.1827 -1.1705 1.9282 -0.18 -0.40 -0.10 -0.62
N 1.5374 0.2458 2.3071 0.53 0.09 0.17 -0.07
C 2.5602 -0.7710 2.3300 -0.11 -0.14 0.19 -1.12
C 3.3166 -0.8273 1.0376 0.12 -0.32 -0.12 0.31
C 3.5984 0.1870 0.1799 -0.14 -0.12 0.26 -0.23
C 4.3294 -0.2344 -0.9571 0.13 -0.25 -0.10 -0.97
C 4.6054 -1.5637 -0.9612 -0.12 -0.14 0.26 0.70
C 5.3505 -2.3569 -1.9748 0.01 -0.12 0.01 -1.26
S 3.9523 -2.3333 0.4546 0.02 0.65 -0.24 -0.19
C -1.4894 -0.9567 -0.8999 -0.29 0.00 -0.08 1.12
O -0.2317 -0.7115 -1.3752 -0.47 0.23 0.08 -0.54
C 0.7234 -1.7435 -1.2763 0.29 -0.27 0.04 -0.84
C -1.9208 -2.2034 -0.4842 0.03 -0.15 -0.01 -0.25
H -4.7920 -4.9680 1.1888 -0.05 0.08 0.00 0.26
H -4.9339 -3.3222 1.8537 0.00 -0.01 -0.04 0.36
H -5.5892 -3.6943 0.2332 0.04 0.00 0.04 0.35
H -5.0840 -1.4098 0.4545 -0.09 -0.06 0.03 0.41
H -4.3197 0.7765 -0.3110 -0.08 0.11 0.00 0.41
H -1.1298 1.4302 -2.0287 -0.12 0.08 -0.01 0.33
H -2.7964 2.0040 -1.7770 0.06 -0.01 -0.01 0.80
H -1.7755 4.1857 0.7049 -0.04 0.13 -0.10 0.40
H -2.6283 3.9575 -0.8350 0.00 -0.01 0.04 0.50
H -0.3922 3.8910 -2.0100 -0.07 0.13 0.03 0.25
H -0.5903 5.4213 -1.1260 0.03 -0.06 0.01 0.46
H 1.3939 4.7234 -0.1106 -0.02 -0.17 0.07 0.30
H 0.1503 1.1508 -0.1785 0.02 0.13 0.05 -0.02
H -1.6553 0.8938 1.8347 0.14 -0.01 -0.02 0.39
H -0.4369 1.8960 2.6601 -0.03 0.01 0.03 0.51
H 1.8298 1.2163 2.2195 -0.17 -0.08 0.01 0.35
H 3.2478 -0.5654 3.1602 -0.12 -0.09 -0.09 0.32
H 2.0668 -1.7303 2.5141 0.10 0.14 0.06 0.48
H 3.2988 1.2062 0.3475 -0.13 0.21 0.09 0.54
H 4.6402 0.4339 -1.7412 0.09 0.07 -0.19 0.40
H 6.2261 -2.8269 -1.5279 0.08 -0.03 -0.07 0.33
H 5.6759 -1.7099 -2.7862 0.03 -0.01 -0.06 0.35
H 4.7215 -3.1469 -2.3845 0.04 -0.04 -0.11 0.30
H 1.6685 -1.3024 -1.5919 0.00 -0.07 0.05 0.16
H 0.8058 -2.0971 -0.2456 0.01 0.01 -0.05 0.35
H 0.4770 -2.5811 -1.9360 -0.03 0.02 0.00 0.46
H -1.2760 -3.0646 -0.4989 0.14 -0.09 0.01 0.46
```
Positions in Å, forces in eV/Å.


| no. | LUMO (Eh) |
| --- | --- |
| 1 | 0.01965 |
| 2 | 0.02433 |